{"formula": "C5H8O2", "method": "wB97M-V/def2-TZVPD", "lumo_energy_ev": 0.34, "fmax_ev_per_a": 0.57, "homo_ev": -8.537, "multiplicity": 1, "gap_ev": 8.88, "mol_weight_da": 100.12, "species": ["C", "C", "O", "C", "H", "C", "H", "H", "H", "H", "C", "H", "H", "H", "O"], "positions_angstrom": [[0.55, 0.02, 1.09], [0.82, -0.27, -0.96], [0.90, -0.49, -2.13], [-0.38, -0.07, -0.02], [0.10, 1.39, 0.79], [-1.74, -0.66, -0.18], [-2.39, -0.37, 0.65], [-1.64, -1.75, -0.17], [2.58, 0.51, 0.19], [-0.30, 2.17, -0.78], [1.79, -0.25, 0.23], [2.27, -1.23, 0.35], [0.36, -0.34, 2.09], [-2.20, -0.36, -1.12], [-0.71, 1.70, -0.03]], "nbo_charge": [-0.565, 0.567, -0.496, 0.189, 0.465, -0.651, 0.234, 0.234, 0.214, 0.486, -0.508, 0.217, 0.231, 0.235, -0.852]}

{"formula": "C5H8O2", "method": "wB97M-V/def2-TZVPD", "lumo_energy_ev": 1.02, "fmax_ev_per_a": 1.29, "smiles": "CO[C@H]1CC=CO1", "homo_ev": -8.795, "multiplicity": 1, "gap_ev": 9.82, "mol_weight_da": 100.12, "species": ["O", "C", "C", "H", "H", "H", "H", "C", "H", "H", "H", "H", "C", "O", "C"], "positions_angstrom": [[-1.07, -0.57, -0.67], [-2.38, -0.52, -0.20], [1.89, 0.02, -0.28], [-0.87, 1.42, -0.33], [2.28, -0.57, 1.75], [0.14, 1.04, 1.95], [-2.90, 0.41, -0.49], [-0.30, 0.51, -0.19], [-2.94, -1.36, -0.60], [2.82, -0.09, -0.83], [-2.46, -0.60, 0.93], [-0.42, -0.63, 1.67], [1.62, -0.20, 0.99], [0.86, 0.61, -1.01], [0.18, 0.20, 1.24]], "nbo_charge": [-0.527, -0.260, 0.129, 0.160, 0.224, 0.218, 0.166, 0.374, 0.200, 0.204, 0.160, 0.226, -0.301, -0.491, -0.483]}

{"formula": "C5H8O2", "method": "wB97M-V/def2-TZVPD", "lumo_energy_ev": 0.85, "fmax_ev_per_a": 0.38, "smiles": "C=COCC(=C)O", "homo_ev": -9.012, "multiplicity": 1, "gap_ev": 9.86, "mol_weight_da": 100.12, "species": ["H", "O", "H", "C", "C", "O", "H", "H", "C", "H", "C", "H", "H", "C", "H"], "positions_angstrom": [[-0.55, 0.56, -2.19], [1.02, 2.26, -0.49], [-1.14, -2.42, 1.22], [-0.07, -2.35, 1.01], [-0.87, 1.40, 0.72], [-0.46, -0.95, -0.85], [0.62, -2.91, 1.62], [1.44, -1.50, -0.23], [0.06, 0.27, -1.32], [-1.62, 0.62, 0.79], [0.37, -1.61, 0.00], [-0.86, 2.19, 1.47], [0.95, 2.95, 0.19], [0.02, 1.35, -0.27], [1.10, 0.15, -1.67]], "nbo_charge": [0.211, -0.679, 0.208, -0.484, -0.534, -0.508, 0.210, 0.168, -0.115, 0.225, 0.134, 0.199, 0.482, 0.296, 0.187]}

{"formula": "C5H8O2", "method": "wB97M-V/def2-TZVPD", "lumo_energy_ev": 0.95, "fmax_ev_per_a": 2.64, "smiles": "O[C@H]1C[C@]2(CO2)C1", "homo_ev": -10.023, "multiplicity": 1, "gap_ev": 10.97, "mol_weight_da": 100.12, "species": ["H", "H", "H", "H", "O", "H", "C", "H", "H", "C", "C", "C", "C", "H", "O"], "positions_angstrom": [[-2.29, 1.37, 0.15], [1.63, -1.81, 0.19], [0.31, -0.65, -2.00], [1.61, 0.50, 1.20], [0.93, -1.27, -1.61], [1.54, 1.07, -0.50], [1.11, 0.39, 0.24], [-0.52, -1.41, 1.43], [-0.88, 2.45, 0.95], [-0.41, 0.43, 0.29], [0.93, -1.09, -0.22], [-1.30, 1.53, 0.52], [-0.50, -1.07, 0.39], [-1.30, -1.55, -0.18], [-0.85, 1.12, -0.85]], "nbo_charge": [0.242, 0.182, 0.473, 0.214, -0.703, 0.231, -0.451, 0.221, 0.199, 0.191, 0.118, -0.156, -0.458, 0.224, -0.528]}